Here is 16 unconnected molecules or ions with the total composition C32H96O16 in a non-equilibrium geometry from OMol25. Energies are from wB97M-V/def2-TZVPD.

Its lowest unoccupied orbital energy (spin up / spin down) is -0.0800 / -0.3296 hartree. Its expectation value of S² is 0.75. Its multiplicity is 2. The calculation puts the energy relative to the best compared isomer or geometry (same formula, charge and spin) at 57.2 kJ/mol. As for the charge: +1. The value obtained for the calculated total energy is -67488.378 eV. As for the frontier orbital gap (spin up / spin down): 9.668 / 2.862 eV.

Cartesian coordinates (Å):
C1 -0.05032 3.07843 -3.28360
C2 0.07668 2.38544 -4.60378
O1 0.51798 1.07830 -4.28391
H1 -0.30603 4.13446 -3.37022
H2 0.86588 2.95650 -2.70583
H3 -0.90070 2.70362 -2.71397
H4 0.76370 2.89188 -5.28174
H5 -0.87045 2.33424 -5.14083
H6 -0.28353 0.59136 -4.07882
C3 0.37588 4.38107 0.59188
C4 0.47116 5.40637 1.76319
O2 0.75445 6.71669 1.27116
H7 1.32830 4.25244 0.07764
H8 -0.29091 4.79930 -0.16215
H9 -0.06541 3.41324 0.82993
H10 1.29734 5.08815 2.39902
H11 -0.36609 5.38037 2.46064
H12 1.69521 6.69368 1.08135
C5 -3.35468 4.22743 -2.02620
C6 -4.44159 3.86435 -0.94851
O3 -4.01716 2.71014 -0.31699
H13 -2.39712 4.48781 -1.57523
H14 -3.71716 5.12023 -2.53573
H15 -3.14508 3.47393 -2.78542
H16 -5.46397 3.78675 -1.31838
H17 -4.43499 4.59535 -0.13999
H18 -4.57027 2.54498 0.45007
C7 -2.82208 2.95849 3.14264
C8 -1.61772 2.45847 3.92898
O4 -1.30222 3.46317 4.88925
H19 -2.62523 3.95216 2.74019
H20 -3.60975 3.06448 3.88858
H21 -3.11951 2.28029 2.34283
H22 -0.75058 2.25159 3.30179
H23 -1.87255 1.52736 4.43513
H24 -0.50302 3.25011 5.37658
C9 -2.97975 -3.42773 0.02022
C10 -1.97967 -4.03021 0.96578
O5 -2.14146 -5.43325 0.85051
H25 -2.80656 -2.35590 -0.07620
H26 -3.98707 -3.63636 0.38061
H27 -2.90692 -3.85222 -0.98108
H28 -2.23043 -3.73415 1.98439
H29 -0.99663 -3.69828 0.63178
H30 -1.55207 -5.96634 1.38906
C11 3.48928 2.42524 3.55550
C12 2.51378 1.40702 2.96216
O6 1.80451 0.78162 4.01860
H31 2.96512 3.28936 3.96373
H32 4.21905 2.70992 2.79755
H33 4.06422 1.94725 4.34865
H34 3.09541 0.63753 2.45451
H35 1.82796 1.88020 2.25942
H36 1.49547 -0.07197 3.70640
C13 5.15069 -1.80613 0.82474
C14 4.88913 -1.21818 -0.56514
O7 3.45070 -0.99262 -0.68014
H37 4.90570 -1.10963 1.62659
H38 6.15892 -2.21188 0.90804
H39 4.51807 -2.68977 0.90896
H40 5.14952 -1.94435 -1.33519
H41 5.42923 -0.27531 -0.65108
H42 3.28565 -0.72806 -1.58808
C15 -4.69370 -1.00202 2.35470
C16 -4.47017 -0.38108 3.70147
O8 -5.13993 -1.18963 4.65523
H43 -4.30798 -2.02124 2.33244
H44 -4.20759 -0.47214 1.53554
H45 -5.75438 -1.02492 2.10460
H46 -4.91686 0.61192 3.75160
H47 -3.42200 -0.27595 3.98145
H48 -4.97602 -2.11661 4.46698
C17 -0.35305 -1.80870 5.01652
C18 -0.49043 -2.07065 3.51058
O9 0.44467 -1.21841 2.85233
H49 -1.07680 -2.36611 5.61115
H50 -0.56860 -0.77500 5.28689
H51 0.67654 -1.89331 5.36422
H52 -1.51293 -1.83387 3.21642
H53 -0.32435 -3.12442 3.28680
H54 0.41987 -1.29389 1.89562
C19 -2.08814 -2.72264 -3.88342
C20 -1.52213 -1.65626 -2.97946
O10 -1.84167 -0.37118 -3.50680
H55 -1.93046 -2.47301 -4.93267
H56 -3.11398 -2.95702 -3.59913
H57 -1.53646 -3.63933 -3.67501
H58 -0.45706 -1.73489 -2.76139
H59 -1.92664 -1.66480 -1.96734
H60 -2.71957 -0.08643 -3.24262
C21 -1.14065 0.53428 0.17962
C22 0.18998 0.01097 -0.41558
O11 0.57893 -1.17412 0.11832
H61 -1.01564 0.69897 1.24983
H62 -2.03889 -0.06179 0.01848
H63 -1.37284 1.54844 -0.14547
H64 0.92877 0.77037 -0.15945
H65 0.24334 -0.04003 -1.50307
H66 1.49703 -1.23219 -0.15614
C23 3.92690 0.94987 -5.02191
C24 3.99392 -0.16003 -3.99183
O12 2.82744 0.07667 -3.07037
H67 3.04203 0.85647 -5.65150
H68 4.82445 0.97209 -5.63998
H69 3.92748 1.95347 -4.59660
H70 4.92508 -0.06178 -3.43381
H71 3.94265 -1.16752 -4.40468
H72 2.08699 0.38851 -3.59581
C25 2.59761 -4.71158 3.34919
C26 2.23120 -4.56225 1.87176
O13 3.28195 -5.15634 1.13200
H73 3.52900 -4.21759 3.62593
H74 2.71494 -5.77069 3.57860
H75 1.76454 -4.33928 3.94542
H76 2.05030 -3.51717 1.62039
H77 1.27112 -5.07547 1.81758
H78 3.18659 -4.82514 0.23600
C27 3.73534 2.44781 -0.14873
C28 4.69621 2.77693 -1.32538
O14 5.99154 3.02147 -0.89573
H79 2.80293 2.12545 -0.61218
H80 3.57788 3.34476 0.45026
H81 4.09385 1.65632 0.50938
H82 4.29111 3.58350 -1.93647
H83 4.71303 1.94809 -2.03308
H84 6.46883 3.40893 -1.63307
C29 1.31520 -5.18456 -2.08127
C30 1.96323 -3.81816 -2.25928
O15 2.83294 -3.59976 -1.14292
H85 2.02640 -5.97157 -1.83047
H86 0.77042 -5.38477 -3.00390
H87 0.54946 -5.14759 -1.30644
H88 1.22584 -3.01984 -2.34321
H89 2.63543 -3.82329 -3.11731
H90 2.85150 -2.65761 -0.95959
C31 -5.68634 -0.80291 -3.07500
C32 -5.15102 0.16898 -1.99307
O16 -3.88292 0.71560 -2.34354
H91 -6.73417 -1.05625 -2.91386
H92 -5.13623 -1.74303 -3.03415
H93 -5.58443 -0.33354 -4.05347
H94 -4.99156 -0.39008 -1.07105
H95 -5.86210 0.98263 -1.85009
H96 -3.77755 1.42836 -1.70913

Atomic partial charges in e from the Mulliken method, atoms 1 to 99: 0.27 -0.65 -0.43 0.56 -0.17 -0.46 0.33 0.31 0.09 -0.24 -0.56 -0.56 0.10 0.43 -0.12 0.25 0.31 0.33 -0.61 -0.39 -0.26 -0.11 0.47 0.23 0.34 0.40 0.13 -1.06 0.63 -0.60 0.37 0.46 -0.05 -0.36 0.25 0.34 -0.95 0.83 -0.65 -0.28 0.48 0.41 0.11 -0.25 0.34 -1.52 1.36 -0.17 0.37 0.38 0.45 -0.38 0.00 0.33 -0.94 -0.35 -0.55 0.14 0.45 0.18 0.40 0.34 0.07 -0.49 0.21 -0.57 0.14 -0.22 0.42 0.32 -0.14 0.33 -1.87 0.95 0.84 0.50 0.29 0.40 -0.26 0.15 -0.09 -1.34 2.50 -0.45 0.37 0.23 0.30 -1.21 -0.81 0.35 -0.29 1.69 0.73 -0.03 -0.62 0.16 -1.07 -0.31 -0.52